This record from the OMol25 dataset describes a cluster of 3 separate species, C3H12N2O2 in total at a distorted geometry. The level of theory is ωB97M-V with the def2-TZVPD basis set.

Properties
SMILES string = C/C(N)=C/N.O.O
HOMO level = -7.1800 eV
Kohn-Sham gap = 7.876 eV
largest force on an atom = 0.035 hartree/bohr

Geometry as XYZ:
```
19
C3H12N2O2, DFT ωB97M-V with the def2-TZVPD basis set
C 0.0408 -0.3942 -0.4451
C -0.1586 -1.1066 0.9090
C -0.9949 -0.5773 1.7920
N -1.2656 -1.1011 3.0785
N 0.6192 -2.2353 1.2134
H 0.8950 0.2566 -0.2553
H -0.8417 0.2280 -0.6769
H 0.1198 -1.0602 -1.3206
H -1.8039 0.0573 1.3744
H -0.4979 -1.2332 3.7093
H -2.1915 -0.8785 3.3837
H 0.1861 -2.9299 1.8143
H 1.0163 -2.5905 0.3434
H -2.2351 2.5457 -4.4549
H -1.1186 3.3401 -3.8389
O -1.3870 2.9377 -4.6764
H 2.7054 1.1034 -0.3124
H 3.8271 2.0327 -0.5964
O 3.0851 1.6051 -1.0409
```

Mulliken population analysis, charges in e, atoms 1 to 2: C -1.01; C 0.40